1.
Molecular formula: C12H22AlN2O3
Method: DFT, ωB97M-V/def2-TZVPD

Summary:
HOMO	-4.3	eV
E_LUMO	2.77	eV
largest force on an atom	0.081	Eh/bohr
calculated total energy	-1048.0279	a.u.
total charge	-1

Each line ends with the natural charge from an NBO analysis.
CARTESIAN COORDINATES (ANGSTROEM)
N -0.87776 -2.58269 1.75506  -1.41
Al -0.45023 -0.72091 1.60069  1.48
C 1.53424 -0.53786 2.20451  -0.99
C 2.47676 0.14192 1.09887  -0.07
O 2.08597 -0.11811 -0.27752  -0.76
C -1.59742 0.50888 2.81301  -0.61
O -2.49975 1.40384 2.03756  -0.57
C -3.67933 0.68531 1.66725  0.33
C -3.74995 -0.22902 0.42344  -0.27
C -5.01325 -1.03501 0.05377  -0.23
C -6.27760 -0.94657 0.94182  -0.27
C -6.23079 -0.00032 2.16033  -0.24
C -4.95505 0.81371 2.53385  -0.28
H -1.44232 -2.80639 2.58458  0.35
H -1.32205 -2.96404 0.90522  0.36
H -0.64053 -0.19305 0.11309  -0.47
H 1.58166 0.10108 3.16439  0.19
H 1.91977 -1.58915 2.49526  0.21
H 2.52727 1.27301 1.34113  0.15
H 3.56174 -0.23471 1.23373  0.15
H 1.51266 0.64400 -0.53932  0.48
H -2.15738 -0.06885 3.63139  0.17
H -0.84396 1.19355 3.35774  0.18
H -2.83443 -0.32394 -0.25232  0.26
H -5.02759 -1.72727 -0.85956  0.22
H -7.22230 -1.54046 0.73273  0.21
H -7.16736 0.08206 2.80435  0.21
H -5.03046 1.48002 3.45906  0.22
C 4.84766 1.85610 -4.55527  -0.72
C 3.84620 1.74722 -3.43501  0.67
O 3.18382 2.70783 -3.06149  -0.64
N 3.69008 0.53791 -2.83616  -0.62
C 4.37178 -0.70200 -3.13130  -0.41
H 4.85946 2.87921 -4.93206  0.24
H 5.84768 1.61047 -4.19064  0.22
H 4.56904 1.18931 -5.37444  0.22
H 3.00127 0.54012 -2.09279  0.43
H 3.62266 -1.44876 -3.40306  0.20
H 4.89110 -1.03071 -2.22844  0.20
H 5.08866 -0.59572 -3.94345  0.20

2.
Molecular formula: C12H22Cl16
Method: DFT, ωB97M-V/def2-TZVPD

Summary:
HOMO	-10.8	eV
E_LUMO	0.19	eV
energy above the lowest of the compared OMol25 structures with the same formula, charge and spin	1.807	eV
largest force on an atom	0.047	Eh/bohr
calculated total energy	-7833.4611	a.u.
SMILES string	ClC(Cl)Cl.ClC(Cl)Cl.ClCCCl.ClCCCl.ClCCCl.ClCCCl.ClCCCl

Each line ends with the natural charge from an NBO analysis.
CARTESIAN COORDINATES (ANGSTROEM)
Cl -20.98575 -18.02124 17.80757  -0.05
C -19.81838 -16.80869 17.21870  -0.39
C -18.60065 -16.58724 18.10785  -0.38
Cl -17.77303 -18.11870 18.57629  -0.07
H -20.25534 -15.82734 17.03395  0.23
H -19.51298 -17.34376 16.31952  0.22
H -18.99754 -16.26265 19.06974  0.22
H -17.87616 -15.90250 17.66699  0.23
Cl -26.25643 -25.62629 15.30586  -0.09
C -24.70236 -26.51387 14.91802  -0.36
C -23.56364 -25.76776 15.62700  -0.36
Cl -22.06379 -26.70206 15.17804  -0.08
H -24.56881 -26.61764 13.84122  0.23
H -24.75355 -27.46042 15.45608  0.22
H -23.70010 -25.80054 16.70792  0.22
H -23.50191 -24.71969 15.33401  0.22
Cl -21.81351 -12.55500 22.84244  -0.07
C -22.06544 -13.13267 24.55238  -0.37
C -21.03650 -14.27019 24.87712  -0.39
Cl -19.30656 -13.79587 24.65616  -0.06
H -23.08508 -13.51310 24.61318  0.22
H -22.00322 -12.28662 25.23679  0.22
H -21.26508 -15.16855 24.30370  0.22
H -21.15481 -14.67629 25.88170  0.22
Cl -20.40517 -22.91223 32.13378  -0.08
C -19.69086 -24.17677 31.02208  -0.37
C -18.77691 -25.24059 31.81825  -0.37
Cl -19.71735 -26.12586 33.10857  -0.06
H -19.14992 -23.58286 30.28537  0.22
H -20.49337 -24.65178 30.45777  0.22
H -17.99803 -24.63805 32.28557  0.22
H -18.35489 -25.94945 31.10585  0.22
Cl -8.63782 -20.95121 17.83947  -0.07
C -9.65711 -22.43791 17.84734  -0.38
C -10.87876 -22.22233 18.72547  -0.37
Cl -11.87244 -23.72533 18.60436  -0.07
H -9.07196 -23.31357 18.12824  0.23
H -9.99176 -22.59134 16.82139  0.22
H -11.50733 -21.38631 18.41874  0.22
H -10.59051 -22.04863 19.76221  0.22
C -22.77296 -28.73750 22.84099  -0.27
Cl -21.63812 -29.30401 21.54726  0.01
Cl -22.19722 -28.84050 24.49673  0.04
Cl -24.32785 -29.63067 22.75580  -0.01
H -23.07527 -27.71854 22.59924  0.23
C -17.76249 -23.16126 23.05636  -0.29
Cl -18.26904 -21.75852 24.04107  -0.01
Cl -18.94918 -23.46090 21.83117  0.05
Cl -17.49126 -24.48974 24.18871  0.02
H -16.80831 -22.89865 22.59956  0.23

3.
Molecular formula: C12H22F2N7O5
Method: DFT, ωB97M-V/def2-TZVPD

Summary:
HOMO	-11.4	eV
E_LUMO	-4.48	eV
largest force on an atom	0.017	Eh/bohr
calculated total energy	-1429.3967	a.u.
total charge	+1

Each line ends with the natural charge from an NBO analysis.
CARTESIAN COORDINATES (ANGSTROEM)
C 2.06510 -3.40334 -0.62240  -0.62
C 2.61642 -2.09285 -1.16020  -0.21
N 2.50636 -0.99612 -0.13689  -0.56
C 3.67680 -0.86885 0.74720  0.80
O 3.54969 -0.97572 1.91701  -0.43
N 4.89723 -0.64532 0.09165  -0.68
C 5.66541 0.45178 0.52317  0.97
O 5.91003 0.78592 1.61527  -0.48
F 6.09905 1.09329 -0.57215  -0.32
C 2.06559 0.25092 -0.58325  0.70
N 2.84707 1.11292 -1.30891  -0.66
C 2.97257 0.94941 -2.78740  -0.03
N 2.81023 2.26121 -3.37133  -0.82
N 0.86690 0.56440 -0.19011  -0.20
N 0.14714 1.70153 -0.55808  -0.60
C 0.08137 -0.32699 0.72954  0.81
O 0.09141 -0.10494 1.88686  -0.45
N -0.62570 -1.26136 0.01795  -0.69
C -1.81986 -1.77158 0.64598  0.98
O -2.90770 -1.51288 0.28727  -0.48
F -1.49211 -2.55274 1.63594  -0.27
H 1.98302 -4.11694 -1.44491  0.24
H 2.70759 -3.82026 0.15382  0.23
H 1.06623 -3.25634 -0.21139  0.22
H 2.06940 -1.78555 -2.05485  0.20
H 3.66332 -2.22665 -1.44772  0.20
H 4.82305 -0.63478 -0.91678  0.40
H 2.75945 2.09174 -1.05281  0.41
H 2.24532 0.20348 -3.13402  0.16
H 3.98021 0.59430 -3.01457  0.20
H 1.87663 2.61767 -3.17879  0.35
H 2.86374 2.20359 -4.38410  0.39
H -0.35977 2.03357 0.26205  0.41
H 0.78234 2.43620 -0.85023  0.38
H -0.84508 -0.98155 -0.93372  0.43
C -6.16085 0.08442 1.63210  -0.43
C -4.94167 0.35640 2.51084  -0.43
C -4.34323 1.57902 1.82665  -0.06
O -5.42874 2.30037 1.26261  -0.54
C -6.61688 1.50019 1.29965  -0.07
H -6.93257 -0.50318 2.12573  0.23
H -5.86062 -0.44002 0.72245  0.20
H -5.24981 0.60379 3.52795  0.21
H -4.24034 -0.47579 2.56055  0.21
H -3.66054 1.27359 1.01800  0.14
H -3.79977 2.23321 2.51121  0.18
H -7.28710 1.89430 2.06904  0.17
H -7.11633 1.57652 0.33414  0.19

4.
Molecular formula: C12H22FNO7S
Method: DFT, ωB97M-V/def2-TZVPD

Summary:
HOMO	-9.5	eV
E_LUMO	0.27	eV
energy above the lowest of the compared OMol25 structures with the same formula, charge and spin	0.304	eV
largest force on an atom	0.017	Eh/bohr
calculated total energy	-1549.9248	a.u.
SMILES string	C[C@H](F)[C@@]1(C[C@H](O)CN)CCOS(=O)(=O)C1.O=C1OCCO1

Each line ends with the natural charge from an NBO analysis.
CARTESIAN COORDINATES (ANGSTROEM)
C 1.79095 0.53160 0.09563  -0.65
C 0.87013 0.79223 -1.07006  0.22
F 1.60138 1.41482 -2.07479  -0.37
C -0.44190 1.59364 -0.77544  -0.05
C -1.60910 0.99178 -1.58792  -0.45
C -2.37968 -0.20494 -1.03149  0.09
O -3.43225 0.28771 -0.20037  -0.74
C -1.53794 -1.28650 -0.30526  -0.24
N -2.17908 -1.72399 0.95362  -0.83
C -0.72320 1.75730 0.71600  -0.44
C -1.93428 2.63738 0.97087  -0.10
O -1.53181 4.02492 0.75006  -0.71
S -1.32463 4.32167 -0.79690  2.39
O -0.65041 5.57664 -0.88317  -0.92
O -2.56942 4.14251 -1.47773  -0.95
C -0.18525 3.04375 -1.30897  -0.68
H 2.59897 -0.11677 -0.23915  0.23
H 1.27147 0.00038 0.89188  0.22
H 2.21860 1.45439 0.48896  0.21
H 0.56279 -0.17269 -1.47481  0.18
H -1.22247 0.72999 -2.57547  0.22
H -2.34473 1.77857 -1.76172  0.25
H -2.83192 -0.70783 -1.89015  0.17
H -4.16719 -0.31350 -0.26759  0.48
H -0.51756 -0.95139 -0.12970  0.17
H -1.49195 -2.17921 -0.92528  0.20
H -1.58019 -2.44275 1.34684  0.36
H -2.15921 -0.96847 1.62868  0.35
H 0.12735 2.30045 1.13901  0.22
H -0.79234 0.82586 1.27609  0.22
H -2.76653 2.43241 0.30662  0.23
H -2.24962 2.55084 2.00502  0.21
H -0.19643 3.05260 -2.39440  0.26
H 0.77064 3.40143 -0.92978  0.25
C 4.08898 -3.91463 1.20921  -0.10
C 2.85479 -4.41845 1.93376  -0.10
O 1.82487 -3.58702 1.38521  -0.49
C 2.23556 -3.13886 0.17577  0.97
O 1.54481 -2.56206 -0.59813  -0.58
O 3.53898 -3.43067 -0.02162  -0.48
H 4.82478 -4.68791 1.00897  0.21
H 4.56768 -3.08316 1.72849  0.19
H 2.62664 -5.45860 1.69741  0.19
H 2.89974 -4.29349 3.01175  0.21

5.
Molecular formula: C12H22FO7S2
Method: DFT, ωB97M-V/def2-TZVPD

Summary:
HOMO	-4.9	eV
E_LUMO	2.68	eV
energy above the lowest of the compared OMol25 structures with the same formula, charge and spin	2.404	eV
largest force on an atom	0.178	Eh/bohr
calculated total energy	-1893.1716	a.u.
total charge	-1

Each line ends with the natural charge from an NBO analysis.
CARTESIAN COORDINATES (ANGSTROEM)
F 0.01680 0.77418 1.16286  -0.98
C 4.66780 2.01818 2.91586  -0.64
C 4.22580 1.24318 1.76586  0.03
C 3.35680 1.97518 0.70586  -0.11
O 4.23680 2.14018 -0.37014  -0.46
C 5.31280 1.42318 -0.06614  0.96
O 6.34080 1.25018 -0.78514  -0.66
O 5.39380 0.94318 1.08086  -0.45
H 5.20380 1.18118 3.62786  0.23
H 3.68880 2.53018 3.33786  0.23
H 5.41880 2.89018 2.58186  0.22
H 3.69780 0.15018 1.90086  0.22
H 2.92480 2.97818 1.18186  0.18
H 2.48780 1.46418 0.41586  0.25
C -3.90520 1.91218 -1.08514  -0.39
C -4.42520 2.33118 0.26386  -0.42
C -5.13120 1.10018 1.07086  -0.68
S -4.43520 -0.35482 0.32886  2.20
O -5.46620 -0.93682 -0.48014  -0.98
O -3.66420 -1.07382 1.27186  -0.91
C -3.36020 0.41618 -0.89314  -0.73
H -3.16420 2.48518 -1.65814  0.22
H -4.53320 1.80118 -1.79214  0.18
H -4.87820 3.28418 0.43386  0.22
H -3.53120 2.64818 0.62686  0.24
H -6.15820 1.16618 1.00986  0.23
H -5.00620 0.98218 2.29086  0.26
H -3.09220 -0.20082 -1.87614  0.26
H -2.22820 0.54118 -0.43314  0.31
C -0.23520 -1.43882 -1.33214  -0.42
C -0.52720 -2.81682 -2.22314  -0.41
C 0.17980 -4.04582 -1.50114  -0.69
S 1.23580 -3.30082 -0.25814  2.19
O 2.59180 -3.75782 -0.62514  -0.99
O 0.80380 -3.29082 1.03986  -0.92
C 1.16680 -1.59982 -0.89314  -0.70
H -0.81020 -1.19582 -0.47014  0.27
H -0.37420 -0.41882 -2.02914  0.21
H -0.25620 -2.65382 -3.20614  0.20
H -1.53320 -2.98482 -2.44614  0.21
H 0.93080 -4.65582 -2.06014  0.26
H -0.54120 -4.47282 -0.90314  0.23
H 1.95880 -1.39282 -1.74214  0.23
H 1.41580 -1.03782 0.11486  0.31

no.,gap between HOMO and LUMO (eV)
1,7.1
2,10.9
3,6.9
4,9.8
5,7.6